[1]
The following is a DFT calculation (wB97M-V/def2-TZVPD) of a cluster of 5 separate species, C32H47N5O2 in total in a non-equilibrium geometry.

Last column: Löwdin charge in e.
Cartesian coordinates (Å):
C 0.69033 -3.07781 2.28986  -0.1557
C 1.97337 -2.07170 2.46316  -0.2522
C 2.54510 -1.42622 1.06881  -0.2167
C 1.40362 -1.06620 -0.05169  -0.1988
C 0.26721 0.01151 0.43307  -0.0962
C 0.45011 1.65696 0.42458  0.0027
C -0.79555 2.64106 0.92917  -0.0109
C -2.21923 2.03575 1.48412  -0.0308
C -2.38913 0.39446 1.47540  -0.0234
C -1.18067 -0.57798 0.94458  0.0437
C -3.76742 -0.32150 2.00232  -0.1971
O -3.73644 -1.63970 2.21483  -0.0523
C -5.09142 0.64984 2.23098  -0.0810
C -6.55340 -0.14398 2.40406  -0.1471
C -7.10555 -0.73224 0.97124  -0.2686
N -6.15922 -1.68261 0.27067  -0.0429
C -4.94433 2.13869 2.26569  0.0491
C -3.48772 2.91401 2.04569  -0.2115
O -3.37403 4.23076 2.32906  -0.0704
H 0.42873 -3.36833 1.18684  0.0642
H 0.81783 -4.11028 2.87548  0.0804
H -0.23237 -2.53303 2.81604  0.0758
H 2.86152 -2.73192 2.91075  0.1039
H 1.74625 -1.26610 3.31230  0.1007
H 3.37193 -2.14382 0.63124  0.0842
H 3.08423 -0.40526 1.36779  0.0686
H 1.93814 -0.58714 -1.00518  0.1172
H 0.82581 -2.01569 -0.47816  0.1032
H 1.48458 2.06753 0.02395  0.1062
H -0.61212 3.79605 0.87155  0.1047
H -1.34932 -1.74005 0.92849  0.0962
H -6.31098 -1.09053 3.08839  0.1232
H -7.34099 0.51601 2.98682  0.1208
H -8.10720 -1.30810 1.19241  0.1133
H -7.25720 0.18943 0.23258  0.1298
H -6.21712 -2.65755 0.64252  0.0856
H -6.24289 -1.64518 -0.77232  0.0595
H -5.86873 2.84332 2.44899  0.1261
C 2.98314 4.51158 4.74336  -0.1170
C 2.03493 4.58982 3.55106  -0.2681
C 1.24535 3.29750 3.33305  -0.1863
C 2.20426 2.14869 3.06685  -0.1299
N 2.99971 1.19554 2.84602  0.1332
H 3.74813 3.74160 4.60169  0.0689
H 3.50380 5.46501 4.87795  0.0722
H 2.43553 4.28860 5.66618  0.0769
H 2.61558 4.82730 2.65126  0.1151
H 1.33301 5.41601 3.70871  0.1115
H 0.57144 3.40901 2.47706  0.0457
H 0.63868 3.06395 4.21467  0.1252
C -4.24136 -0.93105 -4.85023  -0.1149
C -4.40909 -1.52187 -3.45394  -0.2784
C -3.71877 -0.69171 -2.36981  -0.1933
C -2.22638 -0.62166 -2.64915  -0.1374
N -0.98827 -0.56346 -2.88082  0.1340
H -3.18991 -0.90157 -5.15312  0.0703
H -4.77409 -1.54045 -5.58716  0.0730
H -4.64256 0.08785 -4.89591  0.0781
H -4.00978 -2.54351 -3.45093  0.1156
H -5.47785 -1.59316 -3.22415  0.0990
H -3.87964 -1.14850 -1.38758  0.0914
H -4.12876 0.32370 -2.34333  0.1195
C 6.36431 -4.01765 0.37337  -0.1096
C 6.27000 -5.26026 -0.50631  -0.2773
C 5.63749 -4.97691 -1.87038  -0.1948
C 4.22271 -4.45445 -1.68171  -0.1520
N 3.04899 -4.02099 -1.52529  0.1204
H 5.37500 -3.61173 0.60711  0.0537
H 6.84779 -4.26141 1.32471  0.0753
H 6.95224 -3.23343 -0.11710  0.0801
H 5.68790 -6.02530 0.02197  0.1129
H 7.27608 -5.66721 -0.65572  0.1082
H 5.60529 -5.89449 -2.46730  0.1120
H 6.22574 -4.23446 -2.42045  0.1153
C 1.51075 1.81486 -3.59626  -0.1212
C 1.69170 2.90534 -4.64740  -0.2764
C 3.02154 3.64942 -4.50990  -0.1992
C 3.09446 4.32342 -3.14955  -0.1681
N 3.15506 4.88260 -2.02099  0.0946
H 1.49155 2.22901 -2.58322  0.0511
H 0.56160 1.29192 -3.75079  0.0408
H 2.31968 1.07751 -3.65259  0.0802
H 0.85869 3.61472 -4.56939  0.1127
H 1.63638 2.45194 -5.64315  0.1087
H 3.10913 4.40987 -5.29307  0.1104
H 3.86300 2.95595 -4.61434  0.1145

Computed properties:
- HOMO: -8.5 eV
- Frontier orbital gap: 0.2549 Eh
- Multiplicity: 1
- Molecular weight: 533.761 g mol⁻¹
- Total energy: -45474.7027 eV
- F_max: 10.2 eV Å⁻¹
- SMILES: CCCCc1ccc2c(c1)C(=O)C(CCN)=CC2=O.CCCC#N.CCCC#N.CCCC#N.CCCC#N
- Charge: 0

***

[2]
The following is a DFT calculation (wB97M-V/def2-TZVPD) of a cluster of 2 separate species, C32H48BClF4N2O6 in total in a non-equilibrium geometry.

Last column: Löwdin charge in e.
Cartesian coordinates (Å):
C 11.39071 -1.86053 1.72306  -0.1419
C 10.23428 -0.88660 1.17790  -0.2715
C 8.87137 -1.69177 0.78527  -0.2238
C 7.90699 -0.81714 -0.18869  -0.2166
C 7.57599 0.59196 0.52498  -0.2199
C 6.01066 0.95909 0.56829  -0.2275
C 5.30069 1.03599 -0.86785  -0.2137
C 3.70253 1.26751 -0.66512  -0.2159
C 3.35074 2.47111 0.33736  -0.2201
C 1.99846 3.19611 -0.14448  -0.2091
C 0.67428 2.71439 0.68369  -0.1804
C -0.52878 2.70412 -0.37684  -0.2055
C -1.99768 2.51454 0.28811  -0.1434
C -2.32779 0.94361 0.40182  -0.0266
C -2.92752 0.30262 -0.91729  -0.0323
C -3.15500 1.09001 -2.28482  -0.1822
C -4.64906 1.62035 -2.51949  -0.6461
C -4.91324 3.13658 -2.04514  -0.1470
Cl -5.11658 1.56167 -4.32635  0.5120
C -3.30186 -1.19442 -0.83144  0.0267
C -3.06795 -2.05993 0.47087  0.0429
C -2.41317 -1.46001 1.76954  0.0334
C -2.10912 -2.30664 3.06538  -0.2787
F -2.22159 -3.70854 2.96855  0.0619
F -0.77618 -2.10993 3.60018  0.0437
C -3.16980 -1.84528 4.22535  -0.1362
F -2.53395 -1.18757 5.31608  0.0224
F -3.74625 -3.05047 4.78459  -0.0020
C -2.08159 0.08493 1.68555  0.0777
B -1.45083 0.93087 2.95559  -0.5394
O -2.33429 1.91692 3.55521  0.0839
O -0.12087 0.75973 3.44909  -0.0372
C -0.04075 1.06431 4.89135  -0.0601
C -3.55397 -3.56492 0.33343  -0.2280
O -4.26863 -4.21815 1.12373  0.0667
C -3.16760 -4.28140 -1.07173  -0.1584
N -2.67230 -5.66339 -1.18496  -0.0216
C -3.83477 -6.62840 -1.10009  -0.2565
C -4.63226 -6.79717 -2.48727  -0.1090
C -3.38631 -3.48056 -2.24316  0.0793
C -3.92287 -1.95685 -2.12184  -0.2526
O -4.75316 -1.45040 -2.90714  0.0397
H 10.91469 -2.77371 2.24389  0.0780
H 12.05362 -2.17972 0.84570  0.0734
H 12.01694 -1.32325 2.51547  0.0684
H 10.58547 -0.23317 0.29890  0.1095
H 9.96953 -0.15970 2.03115  0.0948
H 8.26591 -1.83249 1.75880  0.1137
H 9.15946 -2.70433 0.33152  0.1065
H 8.51798 -0.65133 -1.15628  0.1096
H 6.96936 -1.39842 -0.49977  0.1001
H 7.92644 0.52562 1.61810  0.0963
H 8.16802 1.45243 0.03211  0.1182
H 5.47811 0.14379 1.18028  0.1226
H 5.93218 1.95972 1.14313  0.1083
H 5.77106 1.79842 -1.58534  0.1162
H 5.38532 0.01389 -1.40814  0.1046
H 3.27569 1.40609 -1.72960  0.1073
H 3.23641 0.30495 -0.25408  0.1119
H 4.20041 3.25789 0.27759  0.1096
H 3.30170 2.15680 1.43750  0.1156
H 2.11786 4.34708 -0.11195  0.1142
H 1.83041 2.94941 -1.26319  0.0975
H 0.78696 1.65629 1.10497  0.1128
H 0.50267 3.51847 1.47631  0.1230
H -0.55375 3.75648 -0.86495  0.1232
H -0.38147 1.96871 -1.25108  0.1193
H -2.14495 3.09736 1.25595  0.1189
H -2.72810 3.00140 -0.46744  0.0850
H -2.44106 2.00138 -2.30716  0.1066
H -2.79061 0.41968 -3.15427  0.1226
H -5.38305 0.93500 -1.98138  0.1050
H -5.16806 3.08655 -0.91688  0.0959
H -4.05589 3.85703 -2.26421  0.0868
H -5.90276 3.47218 -2.55569  0.0449
H -4.06046 -1.26740 3.79357  0.1791
H -3.24439 1.55859 3.64842  0.1131
H -0.95366 0.71182 5.47477  0.0892
H 0.12325 2.19465 4.98316  0.1087
H 0.87287 0.49887 5.31369  0.1129
H -2.09958 -5.84937 -0.34307  0.1167
H -3.45180 -7.67286 -0.80083  0.1200
H -4.59703 -6.33183 -0.29893  0.1059
H -5.76107 -6.58182 -2.36278  0.0794
H -4.18309 -6.12415 -3.31185  0.0684
H -4.56977 -7.89911 -2.83167  0.0732
H -3.15854 -3.91781 -3.26939  0.1200
C -8.09421 4.59563 -4.59278  0.0376
N -8.39695 5.26186 -3.30162  -0.4397
O -9.31132 6.06843 -3.28716  0.0712
O -7.70282 4.94952 -2.34428  0.0412
H -8.78314 4.96379 -5.35080  0.0952
H -7.06544 4.84078 -4.85485  0.1013
H -8.22036 3.52357 -4.44480  0.0992

Computed properties:
- HOMO: -9.4 eV
- Frontier orbital gap: 0.2959 Eh
- Multiplicity: 1
- Molecular weight: 679.001 g mol⁻¹
- Total energy: -73285.5897 eV
- F_max: 4.9 eV Å⁻¹
- SMILES: CCCCCCCCCCCCCc1c(C[C@@H](C)Cl)c2c(c(C(F)(F)C(F)F)c1B(O)OC)C(=O)C(NCC)=CC2=O.C[N+](=O)[O-]
- Charge: 0

***

[3]
The following is a DFT calculation (wB97M-V/def2-TZVPD) of a structure of composition C32H48BaN9 in a non-equilibrium geometry.

Last column: Löwdin charge in e.
Cartesian coordinates (Å):
Ba -0.02972 0.60255 0.36531  1.7847
C -2.71396 -0.91148 2.57457  -0.0964
N -1.59013 -0.01329 2.87993  -0.3214
C -2.08227 1.35524 3.07926  -0.1030
C -0.76986 -0.47927 3.95417  -0.2186
C -1.35567 -1.00030 5.13366  -0.0334
C -0.56700 -1.32966 6.25819  -0.1073
C 0.79031 -1.08867 6.21602  -0.1012
C 1.43245 -0.78815 5.01028  -0.0401
C 0.70007 -0.51669 3.81940  -0.2493
N 1.30590 -0.25991 2.60634  -0.1357
C 2.57576 -0.72711 2.26399  -0.2644
C 3.06182 -1.98635 2.67625  -0.0651
C 4.35520 -2.41845 2.35672  -0.0956
C 5.16683 -1.73689 1.43375  -0.1066
C 4.63972 -0.60704 0.81417  -0.0458
C 3.40961 -0.04459 1.24796  -0.2031
N 2.91910 1.15842 0.66639  -0.3261
C 2.92040 2.30477 1.58477  -0.0858
C 3.39446 1.54261 -0.66745  -0.0943
H -3.56656 -0.81620 3.27633  0.0939
H -2.40461 -1.95913 2.53637  0.0932
H -3.07214 -0.62580 1.58300  0.0695
H -2.80105 1.40492 3.92897  0.1079
H -2.64387 1.63945 2.16518  0.0719
H -1.27579 2.07175 3.19711  0.0836
H -2.43622 -1.06633 5.15193  0.0986
H -1.06751 -1.71094 7.16159  0.1043
H 1.41181 -1.14780 7.09748  0.1017
H 2.51220 -0.80293 4.91981  0.1036
H 2.42775 -2.59230 3.31025  0.1089
H 4.76091 -3.28131 2.89283  0.1042
H 6.15381 -2.08991 1.13261  0.1004
H 5.19027 -0.11903 0.01612  0.0964
H 3.93881 2.63742 1.87329  0.1058
H 2.37690 2.08586 2.50617  0.0769
H 2.42026 3.15522 1.08466  0.0714
H 4.44476 1.89957 -0.65916  0.1020
H 2.75881 2.36638 -0.98525  0.0641
H 3.23537 0.71216 -1.37024  0.0849
C -2.25769 4.62441 -0.09920  -0.0441
N -1.51072 3.60239 -0.86187  -0.1563
C -0.14038 4.00160 -1.16802  -0.0703
C -2.08963 2.60241 -1.61474  -0.3661
N -1.33115 1.50620 -1.85492  -0.0856
C -1.51879 0.62967 -2.91728  -0.2630
C -1.83956 1.12410 -4.21476  -0.0301
C -2.11650 0.22550 -5.24210  -0.0892
C -2.17113 -1.15931 -4.98334  -0.0925
C -1.68939 -1.64948 -3.78759  -0.0410
C -1.18442 -0.78490 -2.77906  -0.2554
N -0.51638 -1.28146 -1.65570  -0.0560
C 0.40321 -2.27746 -1.69295  -0.3520
N 1.31024 -2.43255 -2.70970  -0.1329
C 1.69401 -3.71875 -3.33769  -0.0322
C 1.72513 -1.27427 -3.48666  -0.0455
N 0.61053 -3.00164 -0.53299  -0.1303
C -0.48609 -3.26927 0.38209  -0.0569
C 1.73760 -3.91303 -0.34051  -0.0476
N -3.46315 2.68729 -1.76317  -0.1548
C -4.16001 3.85416 -2.30173  -0.0461
C -4.25675 1.46506 -1.72551  -0.0342
H -1.71180 4.81617 0.85006  0.1013
H -3.23607 4.26390 0.14464  0.0777
H -2.33742 5.60050 -0.62539  0.1017
H -0.07997 4.90149 -1.81032  0.1039
H 0.33865 3.18888 -1.73388  0.0713
H 0.42658 4.22021 -0.23442  0.0902
H -1.79472 2.18202 -4.39597  0.1064
H -2.34425 0.58007 -6.23380  0.0978
H -2.52654 -1.84947 -5.74579  0.1060
H -1.68053 -2.71746 -3.63342  0.1106
H 1.25225 -4.55603 -2.81584  0.0711
H 2.78102 -3.79681 -3.35797  0.0968
H 1.29705 -3.78147 -4.35990  0.0964
H 1.42745 -0.33852 -3.00222  0.0796
H 1.32305 -1.30137 -4.51617  0.1011
H 2.83036 -1.27264 -3.58054  0.1012
H -1.34447 -2.62579 0.12463  0.0767
H -0.16584 -3.02569 1.39547  0.0867
H -0.80136 -4.31069 0.34862  0.0978
H 2.67691 -3.39282 -0.57709  0.1008
H 1.64444 -4.87941 -0.91300  0.0944
H 1.77390 -4.22569 0.73108  0.1013
H -3.48900 4.72337 -2.34671  0.0853
H -5.01704 4.12963 -1.65246  0.1034
H -4.53985 3.64485 -3.31191  0.0976
H -3.62313 0.65603 -1.33161  0.0875
H -4.62407 1.19319 -2.74370  0.1073
H -5.13152 1.59611 -1.07771  0.0951

Computed properties:
- HOMO: -8.4 eV
- Frontier orbital gap: 0.2292 Eh
- Multiplicity: 1
- Molecular weight: 696.127 g mol⁻¹
- Total energy: -48062.4854 eV
- F_max: 2.6 eV Å⁻¹
- Charge: +1